1.
The following is a quantum chemistry calculation of C36H45F3MoN11OS2Se as an isolated structure in a non-equilibrium geometry, from the Open Molecules 2025 dataset.

* orbital gap (alpha / beta): 6.33 / 6.73 eV
* F_max: 0.0236 Eh/bohr
* energy relative to the best compared isomer or geometry (same formula, charge and spin): 26.7 kcal/mol
* 2S+1: 3
* charge: +1
* expectation value of S²: 2.020

Structure (XYZ):
```
100
Properties=species:S:1:pos:R:3:forces:R:3:mulliken_spin:R:1
Mo -0.4072 0.1484 -0.3965 0.13 -0.28 0.10 1.796
N -4.7642 -0.1524 0.1520 0.10 -0.06 -0.08 0.003
C -3.5143 0.3643 -0.0499 -0.20 -0.02 0.02 0.003
S -2.6184 -0.2188 -1.4470 0.29 0.12 0.11 -0.044
N -3.0581 1.2298 0.7849 0.31 -0.05 -0.12 0.002
N -1.7517 1.6234 0.4291 -0.29 -0.06 0.06 -0.023
C -1.5592 2.8867 0.5615 0.13 0.32 0.02 -0.004
C -0.3920 3.6203 0.1494 -0.32 0.03 0.18 0.021
C -0.2211 4.9531 0.5410 0.03 0.07 0.05 -0.003
C 0.8752 5.6654 0.1089 0.01 -0.03 0.01 0.009
C 1.7989 5.0558 -0.7472 0.00 -0.01 0.00 0.003
C 1.6348 3.7498 -1.1652 0.18 0.17 -0.04 0.009
C 0.5409 3.0314 -0.7032 -0.31 -0.76 -0.16 0.014
O 0.3729 1.7535 -1.0569 0.49 1.03 -0.42 0.124
H -5.2072 -0.5926 -0.6368 -0.01 0.01 0.02 0.002
H -5.3676 0.3734 0.7652 0.00 0.03 -0.01 0.000
H -2.3884 3.4412 0.9961 0.03 0.03 0.03 -0.001
H -0.9501 5.4080 1.2021 0.00 0.01 -0.04 0.000
H 1.0235 6.6882 0.4268 -0.01 -0.01 -0.01 0.001
H 2.6614 5.6153 -1.0859 -0.02 0.00 -0.01 0.000
H 2.3415 3.2640 -1.8242 -0.01 0.01 0.00 -0.001
F 3.6352 -3.3559 -3.9721 0.04 -0.01 0.01 0.000
C 3.3081 -2.4792 -3.0096 -0.09 -0.08 0.03 -0.007
F 3.6392 -1.2629 -3.4457 0.01 0.08 -0.02 0.001
F 4.0846 -2.7531 -1.9451 0.06 -0.02 0.08 0.000
C 1.8474 -2.5841 -2.6598 -0.05 0.09 0.08 0.000
C 1.0466 -3.5122 -3.2697 -0.15 -0.09 -0.03 0.022
C -0.3114 -3.5893 -2.9327 0.13 -0.12 -0.08 -0.014
C -0.8149 -2.6819 -2.0448 -0.01 0.20 0.09 0.038
N -0.0415 -1.7515 -1.4465 -0.18 -0.16 -0.48 -0.065
C 1.2821 -1.7167 -1.6965 0.26 -0.14 0.02 0.006
S 2.0721 -0.5607 -0.7223 -0.52 0.02 0.06 -0.024
H 1.4638 -4.1749 -4.0158 -0.01 -0.02 0.03 0.001
H -0.9631 -4.3231 -3.3832 0.02 0.01 -0.02 0.000
H -1.8694 -2.6578 -1.8079 -0.01 0.05 0.02 0.004
C -0.4326 3.9168 6.8171 0.03 0.01 -0.03 0.000
C 0.5747 3.7572 5.6810 -0.14 -0.01 0.00 0.000
C -0.0666 3.5195 4.3141 0.10 -0.02 0.09 0.002
C -0.8066 2.1938 4.1853 0.06 -0.09 -0.06 0.005
N 0.0618 1.0331 4.4053 -0.13 0.12 0.14 -0.003
C 1.0284 0.6158 3.5630 -0.12 -0.28 0.02 0.039
Se 1.4318 1.3350 1.9050 -0.01 0.17 -0.10 0.021
N 1.5976 -0.4870 4.1023 0.19 -0.02 0.14 0.005
C 2.8036 -1.1650 3.6266 -0.07 -0.01 0.02 -0.001
C 4.0174 -0.8257 4.4878 -0.08 0.11 0.04 -0.001
C 4.4913 0.6206 4.3583 0.03 -0.05 -0.14 0.003
C 5.1003 0.9322 2.9926 0.00 0.03 0.05 -0.001
C 0.9586 -0.7985 5.2989 0.19 -0.08 -0.24 -0.001
C 1.1319 -1.8539 6.1833 0.00 -0.04 0.07 0.000
C 0.2711 -1.9132 7.2664 -0.03 0.04 -0.04 0.001
C -0.7260 -0.9466 7.4555 0.05 -0.02 -0.05 0.001
C -0.8894 0.1051 6.5698 -0.05 -0.04 0.08 0.000
C -0.0249 0.1588 5.4863 -0.07 0.29 -0.11 0.001
H 0.0641 4.2095 7.7423 -0.01 -0.01 0.00 0.000
H -0.9704 2.9897 7.0220 -0.01 0.02 0.00 0.000
H -1.1703 4.6867 6.5779 0.01 -0.01 0.01 0.000
H 1.2602 2.9341 5.9070 0.05 0.04 0.01 0.000
H 1.1844 4.6602 5.6157 0.04 -0.03 0.00 0.000
H 0.7001 3.5568 3.5381 -0.05 0.05 -0.02 0.000
H -0.7854 4.3176 4.1013 0.00 -0.01 -0.01 0.000
H -1.2432 2.0844 3.1932 -0.02 -0.02 -0.01 -0.004
H -1.6110 2.1232 4.9155 -0.03 -0.03 -0.02 0.000
H 2.9455 -0.8711 2.5879 -0.04 -0.03 -0.03 -0.001
H 2.6009 -2.2369 3.6541 -0.03 0.01 -0.04 0.000
H 4.8309 -1.4996 4.2045 -0.02 -0.02 0.00 0.000
H 3.7722 -1.0388 5.5316 0.06 -0.04 0.01 0.000
H 5.2342 0.8065 5.1361 -0.03 0.02 0.03 0.000
H 3.6554 1.3010 4.5541 0.03 0.02 0.03 0.000
H 5.8661 0.1973 2.7314 0.00 0.02 0.02 0.000
H 5.5722 1.9154 2.9971 -0.01 -0.01 -0.01 0.000
H 4.3454 0.9400 2.2058 0.02 -0.04 0.00 0.000
H 1.9041 -2.5974 6.0374 -0.01 0.01 0.00 0.000
H 0.3692 -2.7218 7.9785 0.00 0.02 0.00 0.000
H -1.3836 -1.0251 8.3107 0.01 0.01 0.00 0.000
H -1.6681 0.8399 6.7189 0.00 -0.02 0.00 0.000
C 3.2101 -4.8243 1.2648 -0.20 0.19 0.04 0.000
C 2.0639 -3.9079 1.3025 0.33 -0.14 -0.20 0.001
N 1.1929 -3.1602 1.2875 -0.06 -0.22 0.17 0.001
H 3.0643 -5.5652 0.4816 -0.03 0.00 -0.01 0.000
H 3.3164 -5.3320 2.2210 -0.01 0.00 0.01 0.000
H 4.1177 -4.2622 1.0517 -0.01 0.03 0.00 0.000
C -4.4763 -3.8140 1.9923 -0.01 -0.07 -0.01 -0.001
C -3.7841 -3.8927 3.3516 -0.03 0.23 -0.12 0.000
C -4.3007 -2.8045 4.2901 -0.01 -0.04 0.03 0.001
C -2.2644 -3.8348 3.1989 0.03 0.12 0.01 0.000
N -1.8028 -2.6169 2.5250 -0.14 0.08 0.54 0.003
C -1.5487 -2.4000 1.2507 -0.03 -0.24 -0.35 0.064
N -1.2084 -1.1439 1.1115 0.16 0.33 0.65 0.007
N -1.2733 -0.5835 2.3419 -0.04 -0.34 0.27 -0.009
N -1.6157 -1.4571 3.2011 -0.12 -0.22 -0.36 0.001
H -5.5442 -4.0066 2.0974 0.02 0.01 0.00 0.000
H -4.0755 -4.5499 1.2891 -0.03 0.01 0.02 0.000
H -4.3684 -2.8180 1.5522 0.00 -0.02 0.01 0.002
H -3.9873 -4.8700 3.7968 0.01 -0.02 0.01 0.000
H -4.1789 -1.8136 3.8471 0.00 -0.02 0.01 0.000
H -3.7706 -2.8104 5.2445 -0.02 -0.01 -0.01 0.000
H -5.3625 -2.9535 4.4892 0.02 0.01 -0.01 0.000
H -1.9033 -4.6750 2.6074 0.06 0.00 0.00 0.000
H -1.7741 -3.8437 4.1706 0.05 -0.03 0.00 0.000
H -1.6056 -3.1439 0.4779 0.06 0.01 0.00 -0.005
```
Forces are in eV/Å.

---

2.
The following is a quantum chemistry calculation of C36H45FN6ORuSSi2 as an isolated structure, from the Open Molecules 2025 dataset.

* orbital gap (alpha / beta): 6.16 / 6.43 eV
* F_max: 0.0111 Eh/bohr
* energy relative to the best compared isomer or geometry (same formula, charge and spin): 0.0 kcal/mol
* 2S+1: 2
* charge: +1
* expectation value of S²: 0.757

Structure (XYZ):
```
93
Properties=species:S:1:pos:R:3:forces:R:3:mulliken_spin:R:1
Ru 0.9304 -0.0033 -1.0152 -0.01 -0.19 -0.54 1.016
C -1.2146 2.2330 -4.1266 0.01 -0.01 -0.03 0.002
C -0.4325 1.2587 -3.5062 -0.08 0.09 0.02 0.013
N -0.2235 1.2870 -2.1988 -0.11 0.00 0.09 -0.050
C -0.7815 2.3096 -1.4952 0.09 -0.07 0.26 0.004
C -1.5445 3.2614 -2.1399 0.00 -0.02 -0.14 0.002
N -1.7701 3.2273 -3.4541 0.04 -0.04 0.06 -0.004
C -0.4994 2.3410 -0.0262 -0.04 -0.09 -0.16 0.014
C -1.0057 3.2271 0.9091 0.07 0.00 -0.04 0.001
C -0.6369 3.0799 2.2504 0.04 -0.05 -0.03 -0.011
C 0.2508 2.0585 2.6082 -0.02 -0.05 -0.03 0.006
C 0.7394 1.2180 1.6235 0.05 -0.16 -0.04 0.036
N 0.3367 1.3785 0.3625 0.09 0.17 0.09 0.004
C 1.7010 0.0858 1.7956 -0.17 0.20 -0.10 -0.001
C 2.3708 -0.1568 2.9774 0.03 -0.12 -0.02 0.001
N 3.2345 -1.1630 3.1156 -0.05 0.02 -0.05 -0.003
C 3.4167 -1.9352 2.0574 0.00 -0.04 0.01 0.002
C 2.7653 -1.7070 0.8454 -0.06 0.01 0.06 0.000
N 1.9246 -0.6945 0.7074 -0.02 0.02 0.06 -0.026
C -1.1904 3.9848 3.2859 0.00 -0.01 -0.01 0.008
C -2.4665 4.5236 3.1610 0.00 -0.03 0.04 -0.001
C -2.9461 5.3501 4.1657 -0.06 0.03 0.01 0.000
N -2.2532 5.6679 5.2541 0.03 -0.04 -0.04 0.000
C -1.0308 5.1570 5.3643 0.01 0.03 0.06 0.000
C -0.4588 4.3177 4.4211 0.01 0.05 -0.05 0.000
H -1.3887 2.1940 -5.1946 0.00 0.00 -0.01 0.000
H 0.0327 0.4517 -4.0538 -0.02 -0.03 -0.03 -0.013
H -1.9881 4.0830 -1.5928 -0.01 0.01 0.00 0.000
H -1.6572 4.0350 0.6109 -0.03 0.00 0.03 0.000
H 0.5234 1.9109 3.6429 -0.01 0.03 0.02 0.002
H 2.2193 0.4769 3.8415 0.00 0.00 0.03 0.000
H 4.1060 -2.7642 2.1580 0.01 0.00 0.00 0.000
H 2.9113 -2.3402 -0.0191 0.03 0.01 0.01 -0.005
H -3.1042 4.2887 2.3197 0.01 -0.02 -0.02 0.000
H -3.9410 5.7733 4.0903 0.00 0.00 0.00 0.000
H -0.4742 5.4341 6.2518 0.00 0.00 0.00 0.000
H 0.5563 3.9736 4.5655 0.01 -0.03 -0.01 0.000
O -0.5587 -2.0074 1.3544 -0.01 0.09 0.16 -0.004
S -0.9167 -1.8538 2.8070 0.10 0.01 -0.11 0.000
C -1.3726 -3.4975 3.4405 -0.01 -0.04 0.04 0.000
C -2.8916 -3.6152 3.3965 -0.01 0.00 0.01 0.000
C -3.4160 -2.2271 3.7588 0.02 -0.02 -0.02 0.000
C -2.6385 -1.2640 2.8708 -0.05 -0.02 0.00 0.000
H -0.9906 -3.5573 4.4606 -0.01 0.00 0.01 0.000
H -0.8327 -4.2092 2.8173 0.00 -0.01 0.01 0.000
H -3.2457 -4.3831 4.0831 0.00 -0.01 -0.01 0.000
H -3.2191 -3.8893 2.3918 0.01 0.01 -0.01 0.000
H -3.2218 -2.0170 4.8133 -0.01 0.01 0.00 0.000
H -4.4891 -2.1290 3.5986 -0.01 0.00 -0.01 0.000
H -2.6519 -0.2257 3.1981 -0.01 0.01 0.02 0.000
H -2.9628 -1.3222 1.8297 -0.01 0.02 0.02 0.000
F 3.1094 5.2386 0.4931 0.00 0.00 0.01 0.002
C 3.0685 4.0722 -0.1699 -0.01 0.01 -0.01 0.026
C 2.4501 4.0289 -1.4080 0.02 -0.01 0.04 -0.012
C 2.3825 2.8154 -2.0678 0.01 -0.03 -0.01 0.054
C 2.9059 1.6425 -1.5061 0.07 0.05 -0.04 0.008
C 2.6550 0.3093 -2.1058 -0.20 0.03 0.24 -0.106
C 3.5919 1.7578 -0.2901 -0.01 -0.03 0.00 0.044
C 3.6708 2.9611 0.3902 -0.02 0.01 -0.02 -0.013
H 2.0449 4.9355 -1.8368 0.00 0.01 0.00 0.000
H 1.9129 2.7718 -3.0428 -0.01 0.00 0.00 0.001
H 3.4104 -0.4236 -1.8364 0.04 0.02 -0.07 0.002
H 2.4820 0.3259 -3.1813 0.04 0.01 -0.01 0.004
H 4.0731 0.8821 0.1287 0.00 -0.01 0.00 -0.001
H 4.1986 3.0526 1.3298 0.01 0.01 0.01 -0.001
C 1.0031 -4.7760 -2.5467 -0.05 0.01 -0.01 0.005
Si 1.3770 -2.9791 -2.9722 -0.13 0.00 -0.12 0.027
C 0.9352 -2.6564 -4.7681 0.02 0.05 -0.02 0.001
C 3.2527 -2.8276 -2.9244 0.02 0.01 0.10 0.003
C 0.3911 -1.8956 -1.7974 0.23 0.23 0.41 -0.024
Si -1.4846 -1.9920 -1.9716 -0.02 -0.01 0.09 -0.005
C -2.0514 -3.6611 -1.3313 0.00 -0.04 0.02 0.000
C -2.3677 -0.6860 -0.9089 0.08 0.08 -0.03 0.002
C -2.1747 -1.7898 -3.7129 0.00 -0.01 0.01 -0.002
H 1.8435 -5.4267 -2.7940 0.03 0.00 -0.02 0.000
H 0.1339 -5.1537 -3.0879 -0.03 0.02 0.00 0.000
H 0.7930 -4.8864 -1.4804 0.03 -0.04 0.00 0.000
H 1.6533 -3.1511 -5.4254 0.01 -0.01 -0.01 0.001
H 0.9666 -1.5885 -5.0035 0.02 0.01 -0.03 -0.001
H -0.0560 -3.0250 -5.0282 -0.03 0.01 0.00 0.000
H 3.6376 -3.6625 -3.5156 0.02 -0.01 0.00 0.000
H 3.7047 -2.9139 -1.9337 0.00 -0.01 0.01 -0.001
H 3.6214 -1.9123 -3.3851 0.00 0.01 -0.02 -0.001
H 0.5062 -2.4261 -0.8331 0.06 -0.16 -0.08 -0.009
H -1.5229 -3.9017 -0.4068 -0.03 0.00 0.03 0.000
H -1.8662 -4.4598 -2.0504 0.02 -0.01 0.01 0.000
H -3.1231 -3.6526 -1.1185 -0.03 0.02 -0.02 0.000
H -1.7663 -0.3563 -0.0593 -0.01 -0.01 0.02 0.000
H -3.2782 -1.1294 -0.4975 -0.02 -0.01 -0.04 -0.002
H -2.6724 0.1857 -1.4914 0.00 0.03 -0.03 0.003
H -2.2083 -2.7479 -4.2325 0.01 -0.03 -0.01 0.000
H -1.6065 -1.1083 -4.3426 0.02 0.06 -0.04 0.000
H -3.2003 -1.4162 -3.6605 -0.01 -0.01 0.02 0.000
```
Forces are in eV/Å.